Record 1
14
Properties=species:S:1:pos:R:3 method="wB97M-V/def2-TZVPD" de_lowest_kj_mol=580.2 total_energy_ev=-17154.437 gap_ev="8.75 / 7.92" mol_weight_g_mol=104.17 fmax_ev_per_a=3.4
C 0.83 -1.74 0.64
C 0.20 -0.54 0.05
C -0.52 1.51 1.89
C -0.38 0.26 -2.12
O -0.63 -0.49 -0.97
S 1.94 -0.48 -0.02
H 0.58 -1.92 1.74
H 0.66 -2.69 0.21
H 0.35 2.10 1.53
H -0.26 1.29 2.93
H -1.57 1.31 1.50
H -1.32 0.48 -2.49
H 0.14 -0.29 -2.83
H -0.03 1.21 -2.07

=====

Record 2
23
Properties=species:S:1:pos:R:3 method="wB97M-V/def2-TZVPD" de_lowest_kj_mol=10.5 total_energy_ev=-39936.009 gap_ev=7.55 mol_weight_g_mol=213.56 fmax_ev_per_a=0.4 charge=-1
C -2.39 0.19 2.18
C -2.06 -0.21 0.74
C -0.55 -0.30 0.47
C -0.08 -1.71 -0.06
O 0.82 -1.58 -1.13
Al 1.43 0.08 -1.06
C 2.99 0.24 0.16
P 1.60 1.00 -3.27
O -0.04 1.08 -3.50
Cl 2.04 3.02 -2.75
O -0.13 0.69 -0.43
H -1.92 1.14 2.42
H -3.47 0.29 2.33
H -2.01 -0.55 2.89
H -2.44 0.55 0.06
H -2.55 -1.15 0.50
H -0.03 -0.14 1.43
H -0.94 -2.32 -0.37
H 0.40 -2.23 0.78
H 2.73 0.85 1.03
H 3.22 -0.77 0.53
H 3.89 0.65 -0.29
H -0.51 1.17 -2.65

=====

Record 3
20
Properties=species:S:1:pos:R:3 method="wB97M-V/def2-TZVPD" de_lowest_kj_mol=58.1 total_energy_ev=-9396.248 gap_ev=9.47 smiles=Cc1c[nH]cn1.CC mol_weight_g_mol=112.18 fmax_ev_per_a=2.1
C -1.47 2.08 -1.96
C -1.32 1.05 -0.88
C -0.27 0.23 -0.63
N -0.57 -0.58 0.45
C -1.85 -0.15 0.84
N -2.31 0.73 0.01
H -1.17 2.99 -1.42
H -2.53 2.28 -2.10
H -0.99 1.79 -2.88
H 0.60 0.11 -1.25
H 0.13 -0.80 1.14
H -2.45 -0.64 1.59
C 3.36 -0.82 0.66
C 2.83 -2.07 1.31
H 3.43 -0.88 -0.42
H 2.91 0.14 0.90
H 4.40 -0.69 1.00
H 1.74 -2.08 1.21
H 3.24 -2.98 0.88
H 3.03 -2.14 2.38

=====

Record 4
56
Properties=species:S:1:pos:R:3 method="wB97M-V/def2-TZVPD" de_lowest_kj_mol=154.2 total_energy_ev=-53342.062 gap_ev=10.25 smiles="C[N+](=O)[O-].C[N+](=O)[O-].C[N+](=O)[O-].C[N+](=O)[O-].C[N+](=O)[O-].C[N+](=O)[O-].C[N+](=O)[O-].C[N+](=O)[O-]" mol_weight_g_mol=488.32 fmax_ev_per_a=4.1
C 9.28 19.03 -8.56
N 10.66 19.28 -8.05
O 11.57 19.10 -8.87
O 10.89 19.64 -6.93
H 8.59 18.95 -7.72
H 9.32 18.06 -9.05
H 8.97 19.75 -9.31
C 11.85 13.71 -14.78
N 10.32 13.48 -14.79
O 9.81 12.73 -15.64
O 9.60 13.98 -13.95
H 12.05 14.78 -14.75
H 12.19 13.40 -15.77
H 12.48 13.24 -14.03
C 10.50 18.13 -15.31
N 9.38 17.52 -16.03
O 9.10 16.35 -15.91
O 8.69 18.27 -16.72
H 10.82 19.10 -15.70
H 11.35 17.45 -15.23
H 10.17 18.23 -14.27
C 7.61 19.55 -13.35
N 7.90 18.72 -12.12
O 9.01 18.22 -12.03
O 7.12 18.69 -11.23
H 6.57 19.85 -13.21
H 7.90 18.95 -14.21
H 8.22 20.45 -13.25
C 13.90 12.19 -9.24
N 15.25 12.53 -8.63
O 16.20 12.06 -9.26
O 15.31 12.91 -7.48
H 13.93 11.78 -10.25
H 13.34 13.11 -9.41
H 13.18 11.67 -8.62
C 12.92 14.52 -5.79
N 12.97 15.33 -7.09
O 12.16 15.09 -7.90
O 13.87 16.12 -7.25
H 13.94 14.12 -5.74
H 12.16 13.76 -5.96
H 12.78 15.28 -5.02
C 11.47 16.22 -10.60
N 12.22 15.55 -11.70
O 13.12 14.75 -11.38
O 12.08 15.90 -12.84
H 11.16 17.16 -11.06
H 12.27 16.49 -9.90
H 10.70 15.56 -10.22
C 9.80 10.93 -11.64
N 11.15 11.53 -11.72
O 11.26 12.71 -11.48
O 12.15 10.84 -11.92
H 9.88 9.97 -11.13
H 9.54 10.63 -12.65
H 9.05 11.66 -11.31

=====

Record 5
93
Properties=species:S:1:pos:R:3 method="wB97M-V/def2-TZVPD" de_lowest_kj_mol=0.0 total_energy_ev=-126823.498 gap_ev=8.00 mol_weight_g_mol=749.03 fmax_ev_per_a=2.6 charge=+2
P 1.25 0.97 -2.27
C 2.97 1.39 -2.56
C 3.71 0.76 -3.58
H 3.26 -0.06 -4.15
C 5.01 1.20 -3.85
H 5.58 0.71 -4.64
C 5.56 2.25 -3.11
H 6.58 2.58 -3.32
C 4.82 2.87 -2.09
H 5.25 3.69 -1.51
C 3.53 2.44 -1.81
H 2.94 2.91 -1.02
C 0.90 -0.63 -3.02
C 1.64 -1.75 -2.59
H 2.44 -1.63 -1.86
C 1.37 -3.01 -3.12
H 1.91 -3.88 -2.76
C 0.42 -3.15 -4.14
H 0.23 -4.13 -4.58
C -0.28 -2.03 -4.60
H -1.01 -2.12 -5.41
C -0.06 -0.77 -4.03
H -0.60 0.10 -4.40
C 0.22 2.24 -3.02
C 0.61 2.80 -4.25
H 1.51 2.44 -4.75
C -0.16 3.81 -4.83
H 0.14 4.22 -5.79
C -1.32 4.26 -4.18
H -1.92 5.06 -4.64
C -1.71 3.71 -2.96
H -2.60 4.06 -2.45
C -0.95 2.69 -2.39
H -1.26 2.24 -1.44
Ti 0.24 0.19 2.21
C -1.46 -1.17 1.94
C -1.81 -1.48 0.68
H -2.01 -1.55 2.82
C -0.99 -0.84 -0.42
O -1.92 -0.13 -1.27
H -1.45 0.31 -2.01
C 0.05 0.08 0.13
H -0.47 -1.63 -1.01
C 0.96 0.85 -0.44
Cl 2.07 1.56 2.53
P -1.45 2.13 2.44
P 1.72 -1.93 2.27
C -0.98 3.15 3.87
H 0.11 3.22 3.92
H -1.35 2.70 4.80
H -1.41 4.16 3.75
C -1.58 3.31 1.07
H -2.30 2.94 0.33
H -0.59 3.39 0.59
H -1.88 4.29 1.45
C -3.16 1.65 2.80
H -3.17 0.96 3.66
H -3.58 1.12 1.93
H -3.77 2.53 3.03
C 2.62 -2.21 3.83
H 1.93 -2.57 4.60
H 3.05 -1.26 4.17
H 3.42 -2.95 3.65
C 0.93 -3.55 2.00
H 0.50 -3.58 0.99
H 0.12 -3.66 2.73
H 1.66 -4.36 2.12
C 3.05 -1.88 1.04
H 3.38 -0.84 0.92
H 2.69 -2.26 0.08
H 3.89 -2.50 1.39
P -3.17 -2.53 0.08
C -3.78 -3.53 1.43
C -2.44 -3.54 -1.22
H -4.09 -2.88 2.26
H -3.00 -4.22 1.77
H -4.65 -4.11 1.09
H -2.11 -2.91 -2.05
H -3.18 -4.26 -1.59
H -1.58 -4.08 -0.82
C -4.46 -1.49 -0.60
H -4.75 -0.73 0.15
H -5.34 -2.09 -0.86
H -4.08 -0.97 -1.48
H 1.64 1.44 0.18
C -0.84 0.64 6.58
S 0.33 -0.26 5.58
O 1.63 0.38 5.72
O 0.21 -1.68 5.85
O -0.21 0.00 4.13
H -0.80 0.23 7.59
H -1.85 0.51 6.16
H -0.54 1.69 6.59